{"formula": "C13H22BN10OPtS", "method": "ωB97M-V/def2-TZVPD", "elements": ["Pt", "S", "O", "N", "N", "N", "N", "N", "N", "N", "N", "N", "N", "C", "C", "C", "C", "C", "C", "C", "C", "C", "C", "C", "C", "C", "B", "H", "H", "H", "H", "H", "H", "H", "H", "H", "H", "H", "H", "H", "H", "H", "H", "H", "H", "H", "H", "H", "H"], "xyz": [[-0.2157, -0.1052, 0.1064], [-2.5730, -0.2082, -0.1041], [-0.1469, -2.3577, -0.3228], [2.5119, 0.7064, 0.9972], [-3.1235, 0.6921, -2.5384], [1.8660, -0.0746, 0.0953], [-1.9787, -1.3138, -2.4851], [0.8556, 2.5502, 0.9769], [0.1990, -4.5036, 0.2673], [1.1388, -2.8135, 1.5163], [0.0502, 2.0054, 0.0335], [-0.1299, 0.0944, 2.4108], [0.8467, 0.8848, 2.8850], [0.7384, 3.8866, 0.9451], [4.0623, -0.2712, -0.2455], [0.8775, 0.8337, 4.2342], [-2.3882, -1.8511, -3.7895], [-0.5965, 3.0044, -0.5583], [-2.5274, -0.2809, -1.8588], [-0.1868, 4.2268, -0.0220], [2.7900, -0.6700, -0.6556], [-0.1211, -0.0197, 4.6530], [-2.8876, 1.0885, -3.9313], [3.8347, 0.6103, 0.7959], [0.3868, -3.1810, 0.4669], [-0.7239, -0.4610, 3.4634], [1.7372, 1.6888, 1.9131], [-1.5124, -1.9582, -1.8634], [-0.3713, -0.2981, 5.6656], [2.4942, 2.3795, 2.5398], [-1.9704, 0.6414, -4.2979], [5.0115, -0.5670, -0.6654], [1.5888, 1.4200, 4.8021], [-3.7114, 0.8076, -4.5855], [-2.7810, 2.1698, -3.9663], [-0.5162, 5.2153, -0.3000], [1.3112, 4.5109, 1.6137], [-0.4086, -4.7957, -0.4747], [-3.3587, -1.4567, -4.0734], [-3.5849, 1.3662, -1.9493], [-1.5545, -1.1394, 3.3227], [-2.4826, -2.9306, -3.6975], [0.5816, -5.2001, 0.8774], [4.5287, 1.1570, 1.4190], [-1.6682, -1.6314, -4.5757], [1.3356, -1.8348, 1.6411], [2.4955, -1.3419, -1.4481], [1.5857, -3.4818, 2.1143], [-1.3082, 2.8071, -1.3471]], "total_charge": 1, "spin_multiplicity": 1, "lumo_energy_ev": -2.686, "total_energy_ev": -45542.952, "e_homo_ev": -10.3, "de_lowest_kcal_mol": 0.5, "orbital_gap_ev": 7.594}



{"formula": "C3H4N2OS", "method": "ωB97M-V/def2-TZVPD", "elements": ["S", "O", "N", "N", "C", "C", "C", "H", "H", "H", "H"], "xyz": [[-3.7457, 1.0956, -0.4430], [-0.8060, -2.4298, 0.1011], [0.6179, -0.6011, 0.4004], [-3.2588, 0.4335, 0.8684], [2.4914, 0.2954, -0.8387], [-0.0531, -1.5437, 0.0788], [1.5018, 0.4199, 0.0167], [-4.0020, 0.4852, 1.5664], [2.8695, -0.5411, -1.2739], [1.4392, 1.1469, 0.7079], [2.9458, 1.2393, -1.1841]], "smiles": "C=CN=C=O.N=S", "spin_multiplicity": 1, "lumo_energy_ev": [-1.267, -1.268], "total_energy_ev": -19035.311, "e_homo_ev": [-8.7, -8.7], "de_lowest_kcal_mol": 86.2, "orbital_gap_ev": [7.442, 7.442]}



{"formula": "C30H30BF2N7S3Sc", "method": "ωB97M-V/def2-TZVPD", "elements": ["Sc", "S", "S", "S", "F", "F", "N", "N", "N", "N", "N", "N", "N", "C", "C", "C", "C", "C", "C", "C", "C", "C", "C", "C", "C", "C", "C", "C", "C", "C", "C", "C", "C", "C", "C", "C", "C", "C", "C", "C", "C", "C", "C", "B", "H", "H", "H", "H", "H", "H", "H", "H", "H", "H", "H", "H", "H", "H", "H", "H", "H", "H", "H", "H", "H", "H", "H", "H", "H", "H", "H", "H", "H", "H"], "xyz": [[-1.2838, 0.2823, 1.5264], [-2.0908, 5.2574, 2.3606], [-2.7541, 2.4159, 1.9660], [-5.5569, -1.9315, 1.0422], [1.6081, 2.2426, 1.2752], [-1.0373, -0.3960, 3.2108], [2.0687, -5.6208, -1.2820], [2.7000, -6.4458, -0.5505], [2.5941, -4.3751, -1.1164], [-3.4341, -0.6173, 1.4748], [-0.3818, -1.3746, 0.2878], [0.8672, -2.7327, -0.8913], [-0.2654, 3.5375, 1.8430], [-3.0847, 0.9678, -1.8420], [0.0891, 3.0688, -1.7155], [-4.1636, -0.5807, 2.6441], [-2.1713, 1.9761, -1.5212], [-0.8332, -1.4597, -3.7113], [2.2294, 6.3200, 1.9748], [-1.2989, -0.2498, -2.9473], [0.4145, 4.7769, 1.9581], [1.3550, 7.3701, 2.2502], [-4.5385, 1.1516, -1.4991], [-1.5988, 3.6515, 2.0351], [-0.4295, 0.7900, -2.6540], [1.9418, -3.2638, -1.7255], [5.4898, -5.2863, 1.5881], [-0.2263, -3.4686, -0.4842], [5.4093, -3.9243, 1.2289], [4.4769, -3.4589, 0.3297], [4.6361, -6.2214, 1.0539], [-0.9817, -2.6249, 0.2516], [-2.6303, -0.1437, -2.5379], [-4.0617, -1.3053, 0.5540], [0.7466, -1.4805, -0.4035], [0.0002, 7.1350, 2.3864], [-0.4504, 5.8315, 2.2367], [3.6812, -5.7618, 0.1429], [1.7840, -0.4296, -0.5684], [1.7794, 5.0200, 1.8270], [-5.3464, -1.2357, 2.5883], [3.6113, -4.4158, -0.2051], [-0.8488, 1.9127, -1.9388], [0.2821, 2.1780, 1.4899], [4.4352, -2.4137, 0.0528], [-0.2730, 3.7324, -0.9299], [0.2149, -1.3650, -3.9975], [0.1757, 3.6638, -2.6269], [-0.3342, -4.5093, -0.7374], [-1.8955, -2.8345, 0.7785], [0.5930, 0.7461, -3.0141], [-3.3324, -0.9261, -2.8131], [6.1066, -3.2264, 1.6727], [-3.7603, -0.0660, 3.5027], [2.6617, -2.4720, -1.9132], [-0.6879, 7.9402, 2.6046], [3.2873, 6.5219, 1.8767], [-3.6671, -1.4560, -0.4401], [1.0936, 2.7337, -1.4515], [-4.6673, 1.4438, -0.4548], [1.5196, -3.6027, -2.6697], [2.6448, -0.6417, 0.0688], [-1.4147, -1.5959, -4.6239], [-5.1166, 0.2470, -1.6864], [2.1233, -0.3555, -1.6005], [-6.0817, -1.3477, 3.3667], [6.2455, -5.5931, 2.2979], [-4.9685, 1.9471, -2.1099], [-0.9514, -2.3677, -3.1150], [1.3808, 0.5334, -0.2747], [1.7378, 8.3750, 2.3615], [-2.5278, 2.8542, -0.9944], [4.6905, -7.2684, 1.3169], [2.4718, 4.2219, 1.6206]], "total_charge": 1, "spin_multiplicity": 1, "lumo_energy_ev": -2.773, "total_energy_ev": -101346.729, "e_homo_ev": -11.0, "de_lowest_kcal_mol": 1.5, "orbital_gap_ev": 8.248}



{"formula": "C25H45IN11O5PSTa", "method": "ωB97M-V/def2-TZVPD", "elements": ["Ta", "I", "S", "P", "O", "O", "O", "O", "O", "N", "N", "N", "N", "N", "N", "N", "N", "N", "N", "N", "C", "C", "C", "C", "C", "C", "C", "C", "C", "C", "C", "C", "C", "C", "C", "C", "C", "C", "C", "C", "C", "C", "C", "C", "C", "H", "H", "H", "H", "H", "H", "H", "H", "H", "H", "H", "H", "H", "H", "H", "H", "H", "H", "H", "H", "H", "H", "H", "H", "H", "H", "H", "H", "H", "H", "H", "H", "H", "H", "H", "H", "H", "H", "H", "H", "H", "H", "H", "H", "H"], "xyz": [[1.9722, 1.3078, -2.1419], [-1.5800, 0.5642, -0.0147], [2.3802, -1.6970, -3.7996], [0.9440, 0.6350, 0.1867], [3.4043, -0.9943, -4.5161], [2.7231, 3.0037, -1.2533], [2.9142, -2.6274, -2.8374], [1.3702, -0.9293, 0.4842], [2.0077, 1.5042, -5.3329], [-2.0739, -1.2211, -3.3387], [0.3866, -0.5640, 3.5475], [1.3588, 4.1474, 4.0347], [-5.6316, -1.0539, 0.6878], [-2.1337, 6.8818, 4.0546], [4.9909, -1.3854, 5.6939], [-8.8622, -5.9653, -0.1600], [-0.6218, 3.3717, -1.9766], [4.8967, 0.7380, 0.2593], [-2.8102, -5.8160, -4.9392], [1.9006, -3.5634, 2.1396], [-2.0527, -1.8359, -4.3068], [1.2088, -0.6542, -3.0476], [5.3124, 1.7344, 0.6462], [2.3445, -3.8413, 1.1179], [-8.3716, -5.0102, 0.2432], [4.0078, -3.2687, 7.1917], [2.6240, 0.2788, 4.5683], [-5.2819, -5.1328, -5.3671], [-4.7768, -1.6760, 1.1340], [2.6432, 2.0928, -4.1906], [-1.1554, 4.0817, -1.2447], [-3.9008, -5.5177, -5.1285], [-1.8063, 4.9358, -0.2663], [-3.6960, -2.4665, 1.6998], [-7.7496, -3.7991, 0.7543], [5.8037, 3.0088, 1.1417], [0.1123, 7.6709, 5.0993], [2.9108, -4.1693, -0.1787], [0.3356, 3.6888, 3.7883], [0.7284, 2.0207, -5.5350], [1.3732, -0.1940, 4.0022], [-0.9729, 3.1338, 3.4913], [-1.1481, 7.2405, 4.5182], [4.5648, -2.2147, 6.3614], [-2.0267, -2.6132, -5.5338], [-2.8402, -1.8423, 1.9595], [2.6086, 3.1924, -4.2668], [-1.0521, 2.1013, 3.8302], [-0.0501, 8.4195, 5.8732], [1.6748, -2.4019, -4.7342], [3.2576, 0.7267, 3.8039], [-3.3431, -3.2171, 0.9945], [0.6388, 6.8286, 5.5456], [-2.4344, 4.3471, 0.4028], [-5.9658, -5.9142, -5.0406], [-1.7610, 3.7050, 3.9819], [-1.1727, -2.3465, -6.1561], [-7.0989, -3.3398, 0.0128], [3.1814, -0.5428, 5.0220], [-2.9260, -2.4447, -6.1265], [-8.4973, -3.0593, 1.0338], [-1.9646, -3.6798, -5.3292], [-1.0726, 5.4654, 0.3411], [0.7613, 8.1047, 4.3410], [-5.5304, -4.2219, -4.8244], [4.7469, -4.0444, 7.3835], [2.4450, 1.0343, 5.3329], [-7.1472, -4.0056, 1.6371], [-2.4373, 5.6773, -0.7539], [0.7878, -1.2432, -2.2297], [6.3190, 2.8869, 2.0937], [2.4766, -3.5490, -0.9639], [0.3930, 2.1728, -2.4919], [1.4985, -1.0463, 1.4320], [-1.1779, 3.1395, 2.4220], [3.9855, -3.9990, -0.1866], [0.3945, -0.4021, -3.7228], [-4.0160, -2.9868, 2.6022], [6.5021, 3.4592, 0.4376], [0.3086, 1.4978, -6.3993], [0.0506, 1.8449, -4.6919], [3.2135, 3.5183, -1.9023], [3.5765, 0.4484, -1.7729], [4.9807, 3.7069, 1.2904], [0.7376, 3.0894, -5.7898], [2.7311, -5.2143, -0.4299], [3.6997, 1.8068, -4.2507], [-5.4587, -4.9523, -6.4260], [3.6763, -2.8750, 8.1510], [3.1519, -3.7330, 6.7041]], "total_charge": -1, "spin_multiplicity": 1, "lumo_energy_ev": 1.910, "total_energy_ev": -83052.784, "e_homo_ev": -3.7, "orbital_gap_ev": 5.567}



{"formula": "C4H13N2O2", "method": "ωB97M-V/def2-TZVPD", "elements": ["O", "O", "N", "N", "C", "C", "C", "C", "H", "H", "H", "H", "H", "H", "H", "H", "H", "H", "H", "H", "H"], "xyz": [[-0.5791, -2.4918, -1.7544], [1.4564, 0.1009, -1.1489], [0.8362, -1.9210, 0.4590], [0.0708, 1.5124, -0.1247], [1.0375, -0.5432, 1.0388], [0.8640, 0.4172, -0.1032], [-0.7382, 2.0232, 0.9543], [-2.2537, 2.0071, 0.6346], [2.0581, -0.5025, 1.4295], [-2.5021, 3.0454, 0.4316], [-0.3252, -2.5363, -2.6778], [-0.0316, -1.8685, -0.1338], [1.6111, -2.2138, -0.1548], [-1.5182, -2.7128, -1.8152], [0.6282, -2.6091, 1.2075], [-2.4627, 1.2645, -0.1292], [-2.8275, 1.7164, 1.5159], [-0.4516, 3.0268, 1.2627], [0.4257, -0.4197, 1.9211], [-0.0410, 1.8851, -1.0527], [-0.4972, 1.4216, 1.8280]], "s_squared": 0.75, "spin_multiplicity": 2, "lumo_energy_ev": [0.741, 0.494], "total_energy_ev": -11430.971, "e_homo_ev": [-3.2, -9.7], "de_lowest_kcal_mol": 18.0, "orbital_gap_ev": [3.910, 10.188]}



> What is the formula in the third record?

C30H30BF2N7S3Sc